Entry 1:
Computed, not measured: a molecular structure, C13H39O9Ti3 in a non-equilibrium geometry, with wB97M-V/def2-TZVPD.

Structure (XYZ):
```
64
Properties=species:S:1:pos:R:3:forces:R:3:nbo_charge:R:1
Ti -1.089600 -0.399194 5.257926 0.405 0.296 -0.645 0.8416
Ti 0.669948 -3.122107 3.792792 -0.941 0.695 -1.207 1.1331
Ti 1.734308 0.986420 4.431172 -0.608 -0.167 -0.464 0.8678
C -0.339964 -0.120546 1.010620 -0.561 -0.400 -0.480 -0.7817
C -0.017641 -0.036953 2.461613 -0.370 0.463 -0.168 0.8243
O 0.697178 -0.932416 3.012294 0.817 -1.196 0.747 -0.9176
O -0.426619 0.913779 3.208485 0.101 -0.475 0.589 -0.8488
H 0.211833 0.594234 0.391449 0.337 -0.007 0.289 0.3204
H -1.387243 0.105420 0.785366 -0.006 0.167 0.398 0.2742
H -0.155139 -1.131252 0.647212 0.296 0.080 0.014 0.2501
C 1.750193 3.927167 0.153320 -0.014 0.204 0.115 -0.2500
O 1.345005 2.617032 0.519574 0.410 -0.898 0.199 -0.7863
H 2.024195 4.496584 1.047614 -0.189 0.204 -0.146 0.1592
H 2.640521 3.875514 -0.470812 -0.026 -0.284 0.011 0.1962
H 0.980590 4.432698 -0.434686 -0.031 0.085 0.194 0.1824
H 0.466392 2.619635 0.929620 -0.135 0.750 -0.371 0.4836
C -0.498301 -0.785408 -3.081542 -0.296 -0.205 0.271 -0.2463
O -0.175786 -1.986500 -3.759908 0.157 0.215 -0.053 -0.7164
H -1.581326 -0.666590 -3.079096 -0.028 -0.046 -0.122 0.1872
H -0.183407 -0.865157 -2.032501 0.145 0.247 0.033 0.1267
H -0.067453 0.100514 -3.546511 0.089 0.012 0.020 0.1840
H 0.711020 -1.875121 -4.115898 -0.063 -0.184 -0.122 0.4702
C -1.301056 -4.381045 1.089223 -0.749 -0.255 -0.913 -0.2635
O -1.134700 -3.720118 2.356783 1.481 0.445 1.387 -0.8241
H -0.364163 -4.829073 0.773604 0.164 0.139 0.212 0.2187
H -2.066424 -5.155472 1.143242 0.085 -0.001 0.355 0.2099
H -1.638300 -3.673559 0.330690 0.227 0.096 0.076 0.1990
H -1.767679 -3.019034 2.529582 -0.482 -0.230 -0.461 0.4970
C -2.579459 4.982360 1.170661 -0.819 0.611 0.217 -0.6442
C -1.595875 4.179371 1.977353 -0.153 -0.499 0.258 -0.0629
O -1.331868 2.902728 1.356387 0.257 0.135 -0.603 -0.7707
H -2.155809 5.448507 0.283316 0.165 -0.162 -0.015 0.2232
H -2.968760 5.791871 1.797922 0.342 0.115 -0.016 0.2331
H -3.498287 4.465939 0.886313 0.308 -0.475 -0.036 0.2241
H -1.975121 3.953274 2.979648 -0.116 0.326 -0.037 0.1607
H -0.674750 4.760436 2.088775 0.085 -0.198 -0.017 0.1724
H -1.214083 2.212973 2.013536 -0.173 0.253 0.418 0.4817
C -3.446206 2.229445 -1.476992 0.107 -0.387 0.621 -0.6494
C -2.361502 2.962500 -2.258676 -1.338 0.767 -0.099 -0.0591
O -2.811114 3.298123 -3.574345 0.383 -0.237 0.323 -0.7086
H -4.399689 2.751822 -1.357107 0.236 0.506 -0.356 0.2127
H -3.084284 2.118985 -0.446792 -0.009 -0.353 -0.097 0.2024
H -3.737543 1.269157 -1.905386 0.368 -0.113 -0.027 0.2112
H -1.432712 2.404978 -2.335525 -0.029 -0.176 -0.131 0.1727
H -2.162204 3.892869 -1.714063 0.332 -0.061 0.020 0.1537
H -3.566255 3.881338 -3.447104 -0.021 0.003 -0.244 0.4650
C 0.598076 -4.773147 -2.062761 -0.617 -0.343 0.129 -0.6439
C 1.203996 -3.701272 -1.173186 0.349 0.641 -0.668 -0.0583
O 2.158810 -4.314086 -0.320316 -0.358 -0.004 0.445 -0.7482
H -0.493791 -4.749287 -2.097630 0.021 0.267 0.009 0.2110
H 0.845733 -5.759676 -1.668881 0.206 0.047 0.006 0.2280
H 0.926706 -4.724409 -3.097051 0.173 0.070 0.058 0.2363
H 0.465973 -3.095148 -0.623008 -0.164 -0.472 0.232 0.1209
H 1.680491 -2.924621 -1.790028 0.143 -0.265 -0.063 0.1610
H 2.526800 -3.633021 0.257442 0.107 0.091 -0.137 0.4820
C 4.445914 -1.848320 -0.744561 0.403 -0.096 -0.095 -0.6429
C 3.998122 -1.163940 0.502691 -0.887 0.226 0.897 -0.0582
O 2.939842 -1.978343 1.131265 0.119 -0.147 -0.303 -0.7923
H 4.863593 -2.823449 -0.492500 -0.174 -0.099 -0.241 0.2312
H 5.230013 -1.285045 -1.251066 0.032 0.120 0.172 0.2437
H 3.623394 -1.923253 -1.454109 -0.022 -0.245 0.078 0.2195
H 3.542854 -0.189187 0.291182 0.251 -0.005 -0.023 0.1751
H 4.758821 -1.061900 1.281164 0.308 0.116 -0.431 0.1735
H 2.643789 -1.528020 1.922206 -0.029 0.290 -0.003 0.4528
```
Positions in Å, forces in eV/Å.

Spin multiplicity   10
Total charge   +2
HOMO energy (spin up / spin down)   -13.4 / -13.6 eV
E_tot   -101861.5636 eV
Frontier orbital gap (spin up / spin down)   6.06 / 5.68 eV

---

Entry 2:
Computed, not measured: 7 unconnected molecules or ions with the total composition C13H40N2O13 in a non-equilibrium geometry, with wB97M-V/def2-TZVPD.

Structure (XYZ):
```
68
Properties=species:S:1:pos:R:3:forces:R:3:nbo_charge:R:1
C 3.374296 1.061522 -0.882287 -0.543 0.539 -0.903 0.7865
O 2.770868 1.846532 -1.616418 0.132 -0.222 0.284 -0.7036
N 4.721526 1.187264 -0.662115 0.412 -0.218 0.601 -0.8335
N 2.738079 0.005420 -0.305781 1.211 -0.071 0.227 -0.8347
H 5.158217 2.080331 -0.814392 -0.392 0.150 -0.304 0.4072
H 5.155477 0.694397 0.102554 -0.211 -0.142 -0.025 0.3791
H 1.902847 -0.362050 -0.730920 -0.322 -0.042 0.029 0.4329
H 3.344266 -0.675998 0.120705 -0.219 -0.136 0.058 0.3706
C -4.443305 -0.378292 -3.219607 0.413 -0.150 -0.470 -0.0853
C -3.972138 0.398912 -4.434094 0.833 -0.147 -0.497 -0.1046
O -3.702493 -0.594929 -5.454044 -0.530 0.181 -0.103 -0.7554
O -5.634115 -1.055784 -3.590572 -0.235 0.170 0.386 -0.7206
H -4.602827 0.267242 -2.357199 -0.351 -0.045 -0.021 0.1815
H -3.703192 -1.143450 -2.960168 0.255 0.251 0.136 0.1574
H -3.060916 1.000881 -4.371741 -0.104 0.003 0.797 0.1917
H -4.754921 1.088967 -4.754015 -0.173 -0.256 -0.203 0.1798
H -2.779199 -0.539134 -5.705441 -0.018 0.050 0.017 0.4778
H -5.408991 -1.545498 -4.390342 -0.037 -0.003 -0.022 0.4771
C -0.081885 3.860620 -4.734654 -0.018 0.146 -0.250 -0.0797
C 0.977769 3.300053 -3.819590 0.235 0.590 0.112 -0.0969
O 1.290562 4.228637 -2.784312 -0.349 -0.069 0.136 -0.7408
O -1.405198 3.510236 -4.362629 -0.393 -0.190 -0.258 -0.7378
H 0.068545 3.451332 -5.736325 -0.172 -0.177 0.054 0.1703
H 0.026582 4.945252 -4.855648 0.047 -0.003 0.286 0.1703
H 1.892277 3.134903 -4.399181 -0.069 -0.374 0.007 0.1613
H 0.576907 2.389259 -3.376250 0.245 -0.243 -0.248 0.1852
H 1.552952 3.701068 -2.020347 0.099 0.097 -0.011 0.4913
H -1.601041 3.726944 -3.446832 0.408 0.188 0.085 0.4751
C 1.010922 -4.793937 0.883912 1.072 0.168 -0.642 -0.0906
C -0.492364 -4.816266 0.868146 0.378 -0.876 0.140 -0.0902
O -1.032017 -3.979201 -0.120129 -0.418 0.771 0.231 -0.7251
O 1.552548 -3.502895 1.223715 -0.411 -0.119 0.308 -0.7551
H 1.399940 -5.005773 -0.122962 -0.338 -0.212 -0.050 0.1627
H 1.436632 -5.578001 1.517515 -0.299 0.120 0.286 0.1814
H -0.906648 -4.560289 1.843486 -0.018 0.465 -0.142 0.1980
H -0.778611 -5.866446 0.722279 -0.044 0.044 -0.176 0.1749
H -0.807194 -4.259269 -1.011537 0.145 -0.256 0.067 0.4809
H 2.462784 -3.640337 1.498843 0.004 -0.007 -0.014 0.4766
C 2.781080 -1.171663 3.242337 1.889 -0.669 -1.011 -0.0831
C 2.640828 -1.119142 4.737810 -0.657 0.675 0.310 -0.0994
O 2.610890 0.214905 5.233475 0.208 -0.188 -0.238 -0.7328
O 1.694990 -0.724360 2.464632 -0.408 0.044 0.365 -0.7462
H 3.099555 -2.170426 2.898506 -0.539 -0.250 0.504 0.1431
H 3.707744 -0.631604 2.973337 -0.409 0.592 0.177 0.1610
H 3.518866 -1.593066 5.173892 -0.020 -0.109 0.029 0.1872
H 1.731283 -1.627901 5.079413 0.123 -0.271 -0.105 0.1727
H 1.758578 0.596324 4.971951 -0.055 0.036 0.137 0.4944
H 1.535025 -1.368364 1.763476 -0.206 0.060 0.075 0.5037
C -1.143334 1.096893 3.751299 -0.017 0.336 -0.021 -0.0860
C -1.742533 2.055624 4.738222 0.098 0.546 0.438 -0.0816
O -2.620801 1.396201 5.639784 -0.044 0.023 -0.103 -0.7221
O -0.061213 0.400349 4.335102 0.053 -0.093 0.239 -0.7675
H -0.820090 1.717191 2.905814 0.106 -0.302 -0.127 0.1665
H -1.920499 0.393343 3.437309 -0.023 0.069 -0.155 0.1747
H -2.247204 2.861828 4.190230 -0.347 -0.277 -0.021 0.1643
H -0.959659 2.581802 5.297625 0.192 -0.270 -0.114 0.1731
H -2.425943 1.696220 6.529422 -0.043 -0.047 0.026 0.4730
H 0.333109 -0.190110 3.676411 -0.047 0.073 -0.264 0.4998
C -1.020008 -0.371856 -0.601367 -0.013 0.034 -1.837 -0.1071
C -0.652721 1.015749 -0.128467 -1.053 -0.182 1.146 -0.0941
O -0.041897 1.815298 -1.100841 -0.025 -0.146 -0.097 -0.7350
O 0.110532 -1.234961 -0.585362 0.402 -0.204 0.206 -0.7810
H -1.272583 -0.225948 -1.666249 0.007 -0.056 0.091 0.1730
H -1.928278 -0.835953 -0.214343 0.264 0.107 0.772 0.1895
H -0.090870 0.937194 0.811427 0.320 0.076 -0.184 0.1711
H -1.594408 1.503075 0.147359 0.078 0.189 -0.147 0.1785
H 0.822781 1.453870 -1.344103 0.242 0.262 0.084 0.4886
H -0.050162 -2.052732 -0.099727 -0.303 -0.033 -0.081 0.5059
```
Positions in Å, forces in eV/Å.

Spin multiplicity   1
Energy above the lowest of the compared OMol25 structures with the same formula, charge and spin   10.1 kcal per mole
HOMO energy   -9.3 eV
E_tot   -43725.2884 eV
Frontier orbital gap   9.17 eV

---

Entry 3:
Computed, not measured: 9 unconnected molecules or ions with the total composition C13H41O15 in a non-equilibrium geometry, with wB97M-V/def2-TZVPD.

Structure (XYZ):
```
69
Properties=species:S:1:pos:R:3:forces:R:3:nbo_charge:R:1
O 46.433424 -1.979004 1.987770 1.485 1.074 -2.037 -0.7300
C 45.790984 -2.544824 2.966928 -2.791 -5.183 2.479 0.8932
O 45.413027 -1.801088 3.879986 -0.108 2.757 1.554 -0.8458
O 45.533524 -3.747796 2.975591 0.400 -1.936 -1.132 -0.8055
H 46.283831 -1.221197 2.557813 1.067 3.185 -0.867 0.4900
C 40.367556 -2.199578 8.149585 -0.601 -0.378 0.077 -0.2530
O 40.828662 -1.492188 7.009808 -0.117 -0.429 0.517 -0.7110
H 40.376459 -3.282999 8.030316 0.467 -0.226 -0.265 0.1593
H 40.930856 -1.959663 9.051382 -0.031 0.172 0.093 0.1584
H 39.303209 -2.024518 8.306497 0.076 0.636 -0.003 0.1726
H 41.707247 -1.851078 6.865308 0.227 0.234 -0.456 0.4736
C 41.703356 3.041898 0.703604 -1.937 -0.680 0.840 -0.2500
O 42.910608 2.704869 1.338655 0.755 0.723 -0.809 -0.7213
H 41.074752 3.667300 1.337496 0.003 0.239 0.352 0.1498
H 41.649801 3.557373 -0.255304 1.458 -0.079 -0.087 0.1809
H 41.110972 2.138223 0.560279 -0.130 -0.194 -0.216 0.1606
H 42.732759 2.092892 2.056605 -0.128 -0.025 -0.080 0.4798
C 49.542214 -1.367243 7.696772 0.372 -1.240 -1.654 -0.2435
O 48.271445 -1.902237 7.872766 -1.498 -0.157 1.314 -0.7396
H 50.037066 -1.091759 8.628073 -0.479 0.504 -0.072 0.1734
H 50.107284 -2.203808 7.285730 0.858 0.090 -0.071 0.1525
H 49.482417 -0.646630 6.881161 0.580 0.722 0.523 0.1710
H 47.745656 -1.835625 7.072329 0.106 0.062 -0.097 0.4858
C 48.217540 3.991484 -0.407680 -1.661 -0.630 -1.306 -0.2449
O 49.111148 4.745558 -1.183371 1.672 0.667 0.307 -0.7230
H 48.062855 4.184744 0.653846 0.429 0.770 -0.041 0.1698
H 47.325250 4.200627 -0.997744 -1.071 -0.812 1.052 0.1595
H 48.407262 2.920998 -0.486189 0.329 0.014 -0.152 0.1753
H 48.582684 5.353109 -1.706067 0.298 -0.017 0.146 0.4632
C 49.261498 -6.733648 -2.585279 -1.456 1.036 0.255 -0.0929
C 48.907966 -6.410134 -1.087085 0.999 1.154 0.097 -0.1062
O 47.619276 -6.763747 -0.704699 -1.571 -0.954 -0.684 -0.7496
O 49.273437 -8.098143 -2.917126 0.820 -0.738 0.760 -0.7154
H 50.109569 -6.161524 -2.961512 0.783 -0.559 0.605 0.1756
H 48.504085 -6.375303 -3.282417 -0.724 0.870 0.628 0.1690
H 49.056586 -5.352380 -0.869890 -0.007 0.446 -0.747 0.1802
H 49.531367 -6.813444 -0.289091 0.974 -0.820 -0.688 0.1696
H 47.225323 -6.146593 -0.083795 0.201 0.198 -0.018 0.4971
H 48.818669 -8.495499 -2.170882 -0.081 -0.580 -0.133 0.4716
C 41.085074 -2.672792 -1.190387 -0.093 1.470 -3.134 -0.0878
C 40.404630 -2.932978 0.053242 -0.232 -1.884 0.961 -0.0959
O 39.556494 -4.102790 -0.031690 -0.457 0.914 0.137 -0.7250
O 40.211285 -2.092101 -2.202249 -0.796 -0.020 0.641 -0.7559
H 41.410503 -3.614621 -1.632162 0.829 0.059 0.318 0.1724
H 41.829233 -1.909085 -0.964388 0.700 -0.433 -0.190 0.1801
H 39.900744 -2.042793 0.429785 -0.319 -0.399 0.156 0.1919
H 41.246734 -3.239332 0.673815 -0.067 0.530 0.799 0.1871
H 40.137706 -4.865741 0.009482 0.002 -0.040 0.055 0.4656
H 40.660696 -1.779255 -2.990763 0.469 -0.211 0.298 0.4674
C 51.431421 -8.787883 6.335227 0.494 -1.490 -0.286 -0.0779
C 50.422692 -7.709894 6.337413 -2.348 1.520 0.195 -0.0779
O 49.590453 -7.674920 5.160023 1.332 -0.963 -0.588 -0.7500
O 51.902201 -9.074942 7.646168 0.516 0.456 0.205 -0.7213
H 52.306890 -8.491242 5.757594 0.019 -0.098 0.018 0.1783
H 51.047017 -9.718357 5.917442 -0.220 0.078 -0.388 0.1666
H 50.947081 -6.776954 6.544171 -0.155 0.324 -0.219 0.1673
H 49.707124 -7.858943 7.146029 0.274 -0.152 0.565 0.1555
H 48.934878 -6.978410 5.078207 0.307 0.312 0.694 0.4940
H 51.222296 -9.485202 8.185619 -0.239 0.040 -0.213 0.4653
C 42.552285 -9.561522 1.675201 -0.335 0.364 -0.922 -0.1023
C 42.914951 -10.374247 0.456212 0.755 -1.087 0.668 -0.0909
O 44.317054 -10.589461 0.255740 -0.113 -0.087 0.402 -0.7259
O 42.425926 -8.201873 1.275831 0.359 0.129 0.863 -0.7190
H 43.260894 -9.720501 2.488044 0.326 0.114 -0.110 0.1813
H 41.609335 -9.943461 2.066433 -0.346 0.343 -0.128 0.1677
H 42.543393 -9.991928 -0.494511 -0.756 0.068 0.371 0.1829
H 42.491943 -11.331499 0.760892 0.162 -0.556 -0.964 0.1661
H 44.748044 -9.734023 0.191998 0.069 0.153 -0.108 0.4645
H 43.235750 -7.795190 1.592680 -0.104 0.629 -0.078 0.4752
```
Positions in Å, forces in eV/Å.

Spin multiplicity   1
Total charge   -1
Energy above the lowest of the compared OMol25 structures with the same formula, charge and spin   147.3 kcal per mole
HOMO energy   -4.4 eV
E_tot   -44852.9075 eV
Frontier orbital gap   6.69 eV